# C20H36ClF3NO32P2S8

A 8-piece molecular cluster, C20H36ClF3NO32P2S8 overall in a non-equilibrium geometry (ωB97M-V with the def2-TZVPD basis set, OMol25).

Each line ends with the Mulliken charge.
Atoms and positions in Å:
C1 1.65661 -3.50195 -1.78357  -0.935
C2 0.50532 -3.83514 -2.37049  -0.152
P1 0.30616 -4.12630 -4.19883  0.057
F1 -0.30345 -5.64979 -3.85477  -0.413
O1 0.98276 -2.54750 -4.66850  -0.424
C3 0.20366 -1.44800 -4.48532  0.718
Cl1 0.18991 -0.30599 -5.89668  -0.215
P2 1.02122 -0.47219 -3.09546  0.040
S1 -0.05113 -0.08781 -1.51156  -0.190
C4 -1.27780 -2.01639 -4.28264  0.990
F2 -1.88753 -1.88339 -5.58345  -0.437
C5 -2.31817 -1.24819 -3.44677  0.009
O2 -2.78961 -0.20754 -3.76077  -0.618
N1 -2.69499 -1.88759 -2.24563  0.402
C6 -4.06110 -2.00366 -2.02239  0.404
O3 -4.59767 -1.98643 -0.98073  -0.627
F3 -4.78978 -2.17106 -3.13693  -0.254
O4 -1.29691 -3.33666 -4.06181  -0.568
H1 2.61326 -3.68663 -2.27131  0.282
H2 1.65816 -2.99224 -0.82258  0.386
H3 -0.37117 -3.97888 -1.73529  0.351
H4 1.63879 -4.64259 -4.25848  0.009
H5 0.06017 -4.41683 -5.55794  0.038
H6 2.12410 -1.24205 -2.76424  -0.004
H7 1.54577 0.69154 -3.66084  0.036
H8 -2.24370 -2.79923 -2.15383  0.090
C7 -3.55375 3.10030 1.39896  -0.289
C8 -3.45001 3.41775 -0.07850  -0.332
O5 -2.15534 4.01622 -0.21770  -0.355
S2 -1.14707 3.34864 0.83636  0.883
O6 -0.44401 2.30287 0.19178  -0.235
O7 -0.48975 4.39401 1.54052  -0.626
O8 -2.24469 2.66429 1.76816  -0.134
H9 -3.79905 3.99187 1.98141  0.268
H10 -4.27662 2.31732 1.61487  0.259
H11 -4.21804 4.10742 -0.41761  0.324
H12 -3.47684 2.51149 -0.68800  0.233
C9 3.19727 2.11383 1.14768  -0.237
C10 4.65829 2.03787 0.77089  -0.185
O9 4.83455 0.69041 0.29408  -0.367
S3 3.48618 0.19960 -0.41587  1.072
O10 3.60357 0.36395 -1.82475  -0.615
O11 3.13488 -1.05706 0.13925  -0.538
O12 2.53742 1.33958 0.13910  -0.085
H13 3.00818 1.64949 2.11812  0.249
H14 2.81224 3.12862 1.15571  0.333
H15 5.31421 2.23364 1.60556  0.028
H16 4.89731 2.72182 -0.04587  0.267
C11 -0.84175 -0.06677 -10.12802  -0.134
C12 -1.55308 1.18650 -10.59135  -0.327
O13 -0.66574 2.25203 -10.22848  -0.313
S4 0.84884 1.75533 -10.34075  1.090
O14 1.38033 2.15967 -11.59463  -0.555
O15 1.51053 2.05932 -9.12743  -0.498
O16 0.54243 0.19106 -10.41525  -0.291
H17 -0.95089 -0.21895 -9.05249  0.142
H18 -1.17615 -0.95548 -10.65536  0.282
H19 -2.51869 1.32397 -10.11371  0.320
H20 -1.67704 1.19989 -11.67673  0.283
C13 5.05425 3.04214 6.07559  -0.207
C14 4.71252 4.51459 5.99319  -0.382
O17 5.61317 5.02783 4.99144  -0.339
S5 5.88249 3.90844 3.89327  1.026
O18 5.01608 4.13284 2.78938  -0.489
O19 7.28217 3.76533 3.72336  -0.571
O20 5.31811 2.66835 4.70633  -0.232
H21 5.95497 2.83945 6.65643  0.280
H22 4.23718 2.44371 6.47084  0.358
H23 4.86436 5.03675 6.93292  0.323
H24 3.69063 4.67766 5.64576  0.297
C15 -3.72190 -1.87227 4.35414  -0.356
C16 -4.64697 -0.89190 3.67106  -0.031
O21 -4.30956 0.37914 4.25707  -0.327
S6 -2.74425 0.40929 4.59224  0.891
O22 -2.08462 1.05847 3.51994  -0.198
O23 -2.56734 0.81041 5.94213  -0.598
O24 -2.48367 -1.16091 4.47293  -0.331
H25 -4.07704 -2.13205 5.35368  0.293
H26 -3.57353 -2.77982 3.77567  0.309
H27 -5.69492 -1.12002 3.83516  0.237
H28 -4.45070 -0.84118 2.59870  0.132
C17 -6.95768 -2.97799 -0.33183  -0.137
C18 -7.49903 -1.70927 -0.94680  -0.291
O25 -8.53031 -1.28282 -0.02789  -0.384
S7 -8.11970 -1.68486 1.45371  1.103
O26 -7.52096 -0.55879 2.08201  -0.489
O27 -9.19558 -2.38978 2.05189  -0.584
O28 -6.96069 -2.70668 1.08474  -0.287
H29 -7.61471 -3.82977 -0.51907  0.349
H30 -5.95221 -3.20576 -0.66651  0.184
H31 -7.92275 -1.86337 -1.93416  0.346
H32 -6.73568 -0.93162 -0.99391  0.266
C19 6.00749 -1.48598 6.41253  -0.276
C20 7.21516 -2.00263 7.16635  -0.341
O29 7.78585 -0.82242 7.76000  -0.305
S8 6.63077 0.20222 8.13691  1.116
O30 6.30000 0.07988 9.50930  -0.567
O31 6.95518 1.46557 7.57231  -0.571
O32 5.47262 -0.46410 7.27313  -0.287
H33 6.28866 -1.02572 5.46441  0.260
H34 5.25807 -2.25140 6.23528  0.314
H35 7.94328 -2.48241 6.51974  0.309
H36 6.93014 -2.68651 7.96745  0.296

Total charge: -1
Highest occupied orbital energy, eV: -5.454
Kohn-Sham gap, eV: 6.9227
E_tot, eV: -214263.716